1.
The following is a DFT calculation (wB97M-V/def2-TZVPD) of C33H44F6N2OOsSbSi as an isolated structure.

The geometry in XYZ format:
```
89
Properties=species:S:1:pos:R:3:forces:R:3
Os 0.905 -0.284 0.506 -0.123 -0.067 -0.160
C -1.163 -0.561 1.116 0.187 0.161 -0.156
Si -2.190 0.916 0.673 0.019 0.026 0.015
C -1.108 1.663 -0.686 0.036 -0.006 -0.007
N 0.345 1.702 -0.315 0.035 0.094 -0.037
C 1.144 1.893 -1.572 -0.066 0.072 -0.034
C 1.047 3.299 -2.147 -0.022 -0.007 -0.017
C 1.543 4.358 -1.142 0.001 0.006 -0.009
C 1.780 3.723 0.225 0.015 0.008 0.042
C 0.588 2.875 0.624 -0.080 -0.063 0.056
C -3.820 0.492 -0.160 0.017 -0.070 -0.020
C -3.840 -0.287 -1.322 0.002 -0.023 -0.001
C -5.031 -0.628 -1.944 -0.009 0.009 0.005
C -6.238 -0.199 -1.407 0.001 0.003 -0.003
C -6.243 0.568 -0.252 0.000 0.003 -0.006
C -5.045 0.910 0.363 0.000 0.018 -0.008
C -2.556 2.161 2.013 -0.054 0.001 -0.018
C -2.856 3.484 1.669 0.017 -0.001 -0.010
C -3.225 4.411 2.631 -0.009 -0.001 0.032
C -3.312 4.025 3.963 -0.009 0.027 -0.020
C -3.036 2.716 4.321 0.040 -0.020 0.026
C -2.666 1.792 3.352 0.069 0.029 0.050
H -1.485 -1.372 0.449 -0.071 -0.044 0.064
H -1.233 -0.927 2.142 0.072 0.044 0.026
H -1.430 2.648 -1.034 0.036 0.011 0.001
H -1.199 0.985 -1.541 -0.014 0.000 0.028
H 0.759 1.167 -2.283 -0.066 0.073 0.010
H 2.180 1.650 -1.344 -0.174 0.074 -0.096
H 0.025 3.507 -2.466 -0.016 0.023 0.012
H 1.652 3.310 -3.056 -0.010 0.006 0.000
H 0.795 5.148 -1.042 0.008 0.006 0.001
H 2.455 4.836 -1.500 0.011 -0.020 0.004
H 1.905 4.492 0.989 -0.008 -0.005 0.007
H 2.689 3.122 0.233 -0.017 0.043 -0.013
H -0.314 3.491 0.602 0.001 0.018 -0.026
H 0.687 2.504 1.637 -0.023 0.072 -0.042
H -2.909 -0.645 -1.754 0.002 0.010 0.008
H -5.021 -1.231 -2.844 0.000 0.000 0.003
H -7.171 -0.464 -1.887 0.003 0.001 0.001
H -7.181 0.902 0.173 0.002 -0.001 -0.002
H -5.065 1.514 1.263 0.002 -0.007 -0.001
H -2.810 3.801 0.631 0.004 -0.011 0.012
H -3.446 5.432 2.345 0.001 -0.006 0.001
H -3.594 4.747 4.719 0.004 -0.005 -0.005
H -3.095 2.411 5.358 -0.009 0.002 -0.001
H -2.449 0.776 3.654 0.063 -0.076 0.025
F 0.847 0.679 2.439 0.188 -0.182 0.162
Sb 1.378 0.404 4.377 -0.130 0.030 0.003
F 2.125 -1.231 3.820 0.055 -0.027 -0.072
F 2.969 1.280 3.892 0.020 -0.017 -0.025
F 1.881 0.171 6.158 0.016 -0.002 0.001
F 0.554 2.057 4.675 -0.059 0.027 -0.040
F -0.263 -0.488 4.579 -0.064 0.074 -0.048
C 3.950 -0.678 1.401 -0.071 -0.003 0.008
C 3.057 0.206 0.568 -0.371 -0.168 0.033
O 3.541 1.034 -0.157 0.373 0.120 0.069
H 4.962 -0.632 0.999 0.013 -0.007 0.022
H 3.583 -1.703 1.426 0.000 -0.015 -0.013
H 3.945 -0.309 2.425 0.008 0.022 0.075
C 1.029 -3.516 1.665 0.119 0.179 0.032
C 1.817 -4.356 0.669 -0.024 -0.033 -0.049
C 1.014 -5.645 0.417 -0.018 -0.017 -0.013
C 2.205 -3.783 -0.697 -0.023 0.059 -0.036
C 3.038 -4.612 -1.449 -0.015 0.012 0.007
C 3.381 -4.324 -2.752 0.015 -0.026 -0.003
C 2.841 -3.213 -3.384 -0.127 -0.029 -0.028
C 2.020 -2.338 -2.697 0.130 -0.018 -0.071
C 1.413 -1.120 -3.369 0.154 -0.025 -0.054
C -0.118 -1.142 -3.282 -0.041 -0.066 -0.034
C 1.818 -0.965 -4.835 0.058 0.022 0.056
C 1.784 -2.590 -1.324 0.105 0.192 0.072
N 1.270 -1.544 -0.563 0.000 -0.480 0.282
H 0.817 -4.126 2.544 0.013 0.004 -0.013
H 0.073 -3.197 1.254 -0.076 0.030 -0.028
H 1.577 -2.644 2.025 -0.043 0.017 -0.047
H 2.760 -4.642 1.147 -0.004 -0.003 0.003
H 0.069 -5.405 -0.075 0.003 0.001 0.006
H 0.786 -6.131 1.366 0.003 0.000 -0.005
H 1.548 -6.356 -0.211 -0.016 0.000 0.004
H 3.426 -5.508 -0.981 0.009 0.012 -0.014
H 4.054 -4.979 -3.291 -0.008 -0.003 0.000
H 3.079 -3.030 -4.421 0.007 0.011 -0.017
H 1.806 -0.250 -2.834 -0.098 -0.107 -0.009
H -0.504 -2.022 -3.802 0.010 0.018 -0.016
H -0.536 -0.260 -3.773 -0.013 0.017 0.014
H -0.494 -1.172 -2.260 0.057 -0.019 0.037
H 1.598 -1.867 -5.409 -0.060 0.027 -0.021
H 2.878 -0.736 -4.948 0.019 -0.066 0.019
H 1.255 -0.146 -5.283 0.015 0.027 0.015
```
Forces are in eV/Å.

Computed properties:
- Multiplicity: 2
- ΔE to the lowest compared entry with this formula, charge and spin: 0.0 kJ/mol
- Gap between HOMO and LUMO (spin up / spin down): 6.8 / 6.9 eV
- LUMO (spin up / spin down): -1.186 / -1.208 eV

2.
The following is a DFT calculation (wB97M-V/def2-TZVPD) of C33H44GeN2O3PPdSi as an isolated structure.

The geometry in XYZ format:
```
86
Properties=species:S:1:pos:R:3:forces:R:3
Pd 0.208 0.202 -0.162 0.346 0.542 0.012
C 1.396 1.769 4.300 0.021 -0.027 0.032
Si 1.002 1.853 2.475 -0.005 -0.110 -0.010
C 2.426 2.656 1.565 0.021 -0.014 -0.017
C -0.536 2.890 2.205 -0.038 0.005 -0.017
C 0.629 0.099 1.891 -0.150 -0.156 -0.017
H 1.616 2.760 4.703 -0.002 0.003 0.000
H 2.266 1.134 4.481 0.000 0.008 0.009
H 0.559 1.355 4.867 0.001 0.000 0.002
H 2.562 3.674 1.937 -0.017 0.010 -0.011
H 2.235 2.716 0.490 0.020 -0.012 -0.002
H 3.366 2.126 1.733 0.017 0.011 -0.014
H -0.461 3.851 2.717 0.015 0.004 0.000
H -1.424 2.381 2.591 -0.018 0.020 0.000
H -0.679 3.086 1.138 -0.013 0.014 0.018
H -0.184 -0.307 2.494 0.011 0.002 -0.004
H 1.433 -0.637 1.949 0.045 0.040 0.008
C -1.950 3.549 -2.107 -0.005 0.015 0.036
P -0.661 2.465 -2.726 -0.105 -0.069 -0.023
C 0.226 3.391 -3.979 0.037 0.025 0.015
C -1.489 1.111 -3.571 -0.003 0.007 0.006
O 0.257 1.984 -1.632 0.005 -0.346 -0.186
H -2.582 3.910 -2.919 0.000 0.000 0.000
H -1.490 4.399 -1.603 -0.005 -0.004 0.007
H -2.569 3.008 -1.390 -0.006 -0.003 -0.002
H -0.451 3.762 -4.748 -0.003 -0.005 -0.002
H 0.975 2.746 -4.439 0.002 0.005 -0.003
H 0.734 4.233 -3.507 -0.006 0.008 -0.008
H -2.303 1.474 -4.200 0.015 0.002 -0.018
H -1.894 0.415 -2.831 -0.003 0.013 -0.024
H -0.775 0.571 -4.194 0.000 -0.027 0.021
O 8.113 1.729 1.621 -0.019 -0.007 0.021
C 8.070 0.440 1.072 -0.002 0.017 0.013
N 7.006 0.277 0.098 0.012 -0.064 -0.014
C 5.740 0.067 0.529 -0.041 0.091 0.013
O 5.459 -0.057 1.708 0.007 -0.019 -0.003
C 4.656 -0.009 -0.514 -0.005 -0.014 0.023
C 4.848 -0.018 -1.885 0.010 -0.016 -0.025
C 3.740 -0.076 -2.719 0.002 -0.018 0.016
C 2.483 -0.107 -2.152 -0.003 -0.073 -0.007
N 2.287 -0.107 -0.826 0.021 0.205 -0.013
C 3.354 -0.068 -0.035 -0.008 -0.064 0.020
H 7.423 1.793 2.292 -0.001 -0.002 -0.001
H 7.922 -0.318 1.840 0.021 -0.020 -0.022
H 9.018 0.272 0.568 0.002 0.032 -0.010
H 7.161 0.633 -0.830 0.012 -0.020 -0.001
H 5.839 0.001 -2.321 0.001 -0.003 0.004
H 3.849 -0.096 -3.794 0.000 0.000 0.000
H 1.593 -0.144 -2.767 -0.003 0.029 0.008
H 3.192 -0.086 1.032 0.001 0.037 0.015
C -1.551 0.275 0.316 -0.036 0.116 0.072
Ge -2.570 -1.424 0.260 0.089 0.002 0.023
C -1.981 -2.123 -1.463 -0.135 -0.035 -0.040
C -0.629 -2.371 -1.717 0.159 -0.036 0.005
C -0.206 -2.793 -2.970 -0.016 0.020 0.007
C -1.129 -2.978 -3.990 0.004 0.008 -0.012
C -2.475 -2.734 -3.754 -0.002 0.014 -0.003
C -2.895 -2.306 -2.501 0.022 0.039 -0.010
C -4.474 -1.102 0.379 -0.060 0.035 -0.036
C -4.955 0.082 0.938 -0.016 0.009 -0.064
C -6.318 0.288 1.100 0.008 0.011 -0.004
C -7.217 -0.689 0.701 -0.003 -0.007 -0.002
C -6.753 -1.874 0.148 -0.002 -0.001 -0.005
C -5.390 -2.081 -0.009 -0.010 -0.022 0.064
C -1.920 -2.393 1.808 -0.022 -0.110 -0.013
C -2.329 -1.981 3.076 -0.027 -0.002 -0.019
C -1.838 -2.608 4.212 0.009 -0.005 0.002
C -0.939 -3.659 4.088 -0.004 0.005 0.009
C -0.542 -4.088 2.830 -0.002 0.002 -0.006
C -1.029 -3.457 1.694 0.019 0.032 0.004
H -2.011 1.254 0.489 -0.056 -0.058 0.179
H 0.115 -2.243 -0.932 -0.104 -0.064 -0.012
H 0.845 -2.991 -3.146 0.001 -0.007 0.005
H -0.802 -3.318 -4.964 -0.005 0.000 -0.002
H -3.199 -2.879 -4.544 0.000 0.000 0.000
H -3.947 -2.102 -2.340 0.003 -0.015 0.004
H -4.266 0.858 1.255 -0.003 0.002 0.012
H -6.677 1.210 1.540 0.001 0.000 0.000
H -8.280 -0.530 0.826 0.000 0.000 0.000
H -7.453 -2.642 -0.156 0.000 -0.001 0.001
H -5.045 -3.024 -0.419 0.001 0.009 -0.002
H -3.045 -1.172 3.184 0.001 -0.001 0.000
H -2.159 -2.281 5.192 -0.001 0.001 0.001
H -0.557 -4.151 4.973 -0.001 0.001 0.001
H 0.145 -4.919 2.734 0.001 0.001 -0.003
H -0.715 -3.807 0.717 0.001 0.000 -0.002
```
Forces are in eV/Å.

Computed properties:
- ΔE to the lowest compared entry with this formula, charge and spin: 0.0 kJ/mol
- Charge: +1
- Gap between HOMO and LUMO (spin up / spin down): 7.1 / 7.1 eV
- LUMO (spin up / spin down): -3.952 / -3.951 eV